{"formula": "C72H147N10O10", "method": "the ωB97M-V functional and the def2-TZVPD basis", "e_homo_ev": [-7.32, -8.72], "orbital_gap_ev": [7.78, 7.52], "relative_energy_kcal_mol": 521.1, "lumo_energy_ev": [0.46, -1.20], "s_squared": 15.7841, "e_tot_ev": -112387.8961, "spin_multiplicity": 8, "elements": ["C", "C", "C", "C", "C", "C", "N", "O", "C", "C", "C", "H", "H", "H", "H", "H", "H", "H", "H", "H", "H", "H", "H", "H", "H", "H", "H", "H", "H", "C", "C", "C", "C", "C", "C", "N", "O", "C", "C", "C", "H", "H", "H", "H", "H", "H", "H", "H", "H", "H", "H", "H", "H", "H", "H", "H", "H", "H", "C", "C", "C", "C", "C", "C", "N", "O", "C", "C", "C", "H", "H", "H", "H", "H", "H", "H", "H", "H", "H", "H", "H", "H", "H", "H", "H", "H", "H", "C", "C", "C", "C", "C", "C", "N", "O", "C", "C", "C", "H", "H", "H", "H", "H", "H", "H", "H", "H", "H", "H", "H", "H", "H", "H", "H", "H", "H", "C", "C", "C", "C", "C", "C", "N", "O", "C", "C", "C", "H", "H", "H", "H", "H", "H", "H", "H", "H", "H", "H", "H", "H", "H", "H", "H", "H", "H", "C", "C", "C", "C", "C", "C", "N", "O", "C", "C", "C", "H", "H", "H", "H", "H", "H", "H", "H", "H", "H", "H", "H", "H", "H", "H", "H", "H", "H", "C", "C", "C", "C", "C", "C", "N", "O", "C", "C", "C", "H", "H", "H", "H", "H", "H", "H", "H", "H", "H", "H", "H", "H", "H", "H", "H", "H", "H", "C", "O", "N", "C", "C", "H", "H", "H", "H", "H", "H", "H", "C", "O", "N", "C", "C", "H", "H", "H", "H", "H", "H", "H", "C", "O", "N", "C", "C", "H", "H", "H", "H", "H", "H", "H"], "xyz": [[4.47650, -2.10035, 0.15764], [4.86351, -1.66286, 1.60457], [4.71615, -3.07886, 2.39908], [6.05089, -3.88141, 2.04180], [7.33888, -3.00832, 2.33961], [7.39101, -1.86032, 1.56156], [6.17156, -1.13595, 1.75722], [6.17934, 0.22953, 1.00426], [8.50677, -0.81462, 2.10748], [7.83174, -1.93026, 0.09154], [3.57503, -0.65111, 2.43602], [5.00395, -3.07579, 0.16108], [4.76304, -1.43881, -0.69165], [3.38165, -2.38052, 0.08938], [4.69096, -2.87403, 3.43578], [3.87109, -3.47617, 1.79217], [6.06938, -4.25044, 1.00078], [6.42105, -4.71022, 2.75705], [8.08268, -3.67592, 1.87208], [7.52995, -2.83547, 3.41465], [8.11842, 0.10350, 1.75167], [8.78860, -1.01753, 3.17592], [9.38050, -0.94196, 1.48357], [6.85102, -2.36081, -0.07698], [7.62043, -1.22163, -0.60151], [8.73980, -2.55368, -0.10447], [2.62464, -1.09421, 2.52552], [3.40776, 0.12012, 1.71959], [4.12665, -0.38944, 3.34227], [-3.73354, -5.98371, 0.74520], [-2.40942, -5.27520, 0.82882], [-1.56473, -6.13194, 1.90222], [-0.06387, -5.91972, 1.78695], [0.29429, -6.76955, 0.48094], [-0.20983, -6.14812, -0.78383], [-1.48948, -5.31232, -0.44129], [-1.98711, -4.43220, -1.46368], [0.67830, -5.03656, -1.40088], [-0.72661, -7.28155, -1.73033], [-2.34155, -3.69216, 1.24205], [-3.54585, -7.00974, 0.43206], [-4.47715, -5.70260, -0.05644], [-4.26034, -5.77793, 1.68662], [-1.81411, -5.71695, 2.91288], [-1.79799, -7.18779, 1.78810], [0.43262, -6.28901, 2.75194], [0.12328, -4.85697, 1.58508], [0.11534, -7.85356, 0.59402], [1.35636, -6.69758, 0.30105], [0.11360, -4.25102, -1.84628], [1.20193, -4.51141, -0.60606], [1.51527, -5.31421, -2.02651], [-1.04177, -8.25687, -1.28538], [-1.43777, -6.93903, -2.46833], [0.23633, -7.35583, -2.30479], [-3.11361, -3.06525, 0.71178], [-1.27792, -3.40354, 0.88674], [-2.65914, -3.61750, 2.24583], [4.36488, 0.81158, -3.05054], [4.59394, 0.83900, -4.81446], [6.03567, 0.37615, -5.37491], [6.10521, -1.18099, -5.27143], [4.97234, -1.71143, -6.15165], [3.56654, -1.64264, -5.37565], [3.46124, -0.09128, -5.15236], [2.25011, 0.20611, -4.62495], [2.30958, -2.34024, -6.05407], [3.65271, -2.50716, -4.17778], [4.18124, 2.31289, -5.17578], [4.54094, 1.83042, -2.58249], [5.15832, 0.21359, -2.46532], [3.29546, 0.65649, -2.93607], [6.28194, 0.51020, -6.38964], [6.84773, 1.03951, -4.88098], [6.06758, -1.59242, -4.28327], [7.04969, -1.47228, -5.64858], [5.41481, -2.63157, -6.34106], [5.10285, -1.29355, -7.21865], [1.51038, -2.58933, -5.33360], [1.60001, -1.84289, -6.78170], [2.88217, -3.21966, -6.54800], [2.70164, -2.96555, -3.95775], [4.11765, -3.51199, -4.17055], [3.97765, -2.23758, -3.27118], [3.55933, 2.90394, -4.49998], [3.63099, 2.32479, -6.15137], [5.07591, 2.93984, -5.25831], [1.06246, 4.49123, -2.72208], [-0.17037, 4.68402, -3.81016], [0.50950, 5.13662, -5.04181], [0.84771, 3.90552, -6.01213], [-0.57414, 3.24635, -6.45943], [-1.35300, 2.75676, -5.23709], [-1.04025, 3.55734, -4.02245], [-1.89595, 3.38709, -2.89631], [-2.91413, 2.79951, -5.43938], [-0.87836, 1.20578, -4.81282], [-0.99244, 5.82898, -3.18525], [1.24848, 3.72834, -1.93792], [1.36824, 5.47195, -2.23581], [1.92335, 4.13024, -3.31495], [-0.23169, 5.71908, -5.55905], [1.27944, 5.94830, -4.75039], [1.49182, 3.00390, -5.58444], [1.33248, 4.34897, -6.84805], [-0.50975, 2.30814, -7.05590], [-1.33284, 3.85451, -7.07023], [-3.36280, 1.84029, -5.57808], [-3.34131, 3.30184, -4.58030], [-2.96030, 3.30751, -6.38874], [0.09304, 1.23864, -4.40640], [-1.57265, 1.05614, -3.99749], [-0.74801, 0.21322, -5.43674], [-0.76523, 6.86053, -3.34960], [-1.13753, 5.65171, -2.15444], [-1.92994, 5.85534, -3.77054], [-2.35806, 5.34059, 0.27232], [-3.83485, 5.14382, -0.25250], [-3.96362, 6.23272, -1.39667], [-5.05396, 5.77001, -2.17919], [-5.02581, 4.34714, -2.77195], [-5.12518, 3.29708, -1.67536], [-4.01506, 3.75371, -0.62208], [-3.55005, 2.94509, 0.24225], [-6.48469, 2.99298, -1.17783], [-4.45489, 1.95371, -2.00762], [-4.85438, 5.42438, 0.87899], [-1.91979, 4.54140, 0.87448], [-2.26336, 6.39285, 0.61555], [-1.60156, 5.42186, -0.53236], [-3.87829, 7.21528, -0.96537], [-3.07613, 6.10476, -1.84370], [-5.22184, 6.47325, -3.00894], [-6.07078, 5.86449, -1.53266], [-3.95799, 4.30207, -2.89654], [-5.60196, 3.86200, -3.55716], [-6.65038, 2.09824, -0.58312], [-7.16204, 3.73468, -0.82509], [-6.96010, 2.83061, -2.17353], [-4.96893, 1.38478, -2.73651], [-3.59399, 1.85073, -2.49001], [-4.53834, 1.36943, -1.06969], [-4.65037, 6.38338, 1.38233], [-4.92751, 4.69847, 1.70682], [-5.98284, 5.64523, 0.56834], [1.02349, 1.52763, 5.45045], [0.34364, 0.18311, 5.80408], [-0.08490, -0.29638, 4.22592], [-0.43152, -1.82246, 4.37191], [0.84555, -2.59425, 4.63991], [1.15508, -2.19728, 6.09446], [1.47256, -0.63822, 6.31879], [1.92461, -0.45805, 7.31991], [0.34410, -2.89135, 7.09224], [2.60317, -2.78949, 6.36078], [-0.81122, 0.44729, 6.67429], [1.28424, 2.23974, 6.30723], [0.43960, 2.24632, 4.82225], [1.99946, 1.55624, 4.92593], [-0.83862, 0.43912, 4.09401], [0.84237, -0.14267, 3.68640], [-0.55985, -2.05498, 3.31058], [-1.28284, -1.93514, 4.96194], [1.72684, -2.47461, 3.96641], [0.78629, -3.66245, 4.77602], [0.51472, -2.88328, 8.17402], [-0.64475, -2.38124, 6.94919], [0.05340, -3.90318, 6.84092], [2.83768, -2.79381, 7.40480], [2.97229, -3.80315, 6.07262], [3.27961, -2.16429, 5.72492], [-1.50694, 1.11301, 6.17275], [-0.65349, 0.83273, 7.67635], [-1.26828, -0.58505, 6.78214], [-7.26889, -0.32960, 4.55730], [-5.66953, -0.33390, 4.69078], [-5.04265, -1.22283, 3.61774], [-4.95999, -0.84846, 2.08534], [-4.33921, 0.55494, 2.19712], [-4.74904, 1.76577, 3.11257], [-4.99828, 1.04958, 4.42834], [-5.58513, 1.98782, 5.30562], [-3.56721, 2.62799, 3.36677], [-6.19842, 2.38678, 2.56966], [-5.20177, -0.54167, 6.06663], [-7.73776, 0.63447, 4.41103], [-7.40297, -0.65121, 5.62467], [-7.67289, -1.25289, 4.07712], [-3.95479, -1.17603, 3.93205], [-5.41318, -2.25581, 3.57375], [-5.91747, -0.76293, 1.51775], [-4.20335, -1.38238, 1.47518], [-4.17305, 0.88447, 1.18873], [-3.41667, 0.32934, 2.62695], [-2.82417, 1.82580, 3.66280], [-3.09859, 3.35229, 2.68776], [-3.83030, 3.25800, 4.20002], [-6.59851, 3.22172, 3.20203], [-6.15302, 2.67879, 1.52014], [-6.99565, 1.60441, 2.56569], [-5.58547, -1.48113, 6.43750], [-5.72209, 0.24406, 6.60064], [-4.10417, -0.39057, 6.29501], [4.43465, 3.10933, 0.59271], [3.39019, 3.03382, -0.08579], [4.46412, 3.47612, 1.88068], [5.70140, 3.44802, 2.62052], [3.25245, 3.97192, 2.57405], [5.42217, 2.71488, 0.31446], [5.80682, 4.37587, 3.24100], [6.56000, 3.31905, 1.99446], [5.78969, 2.64277, 3.43950], [3.17504, 5.05093, 2.58208], [2.32863, 3.71101, 2.06923], [3.08172, 3.54348, 3.59615], [0.89196, -0.74950, -0.49008], [0.83745, -1.99469, -0.42800], [-0.05348, 0.12884, -0.15927], [0.19728, 1.57087, -0.16084], [-1.19337, -0.26946, 0.52365], [1.79714, -0.20372, -0.84385], [-0.72342, 2.02389, -0.45666], [1.08870, 1.83097, -0.73390], [0.50631, 1.93460, 0.84939], [-2.04662, -0.18656, -0.12172], [-1.11441, -1.27337, 0.95339], [-1.38533, 0.47411, 1.32953], [-3.97275, -1.49406, -4.51870], [-4.78515, -0.57857, -4.21698], [-3.05773, -2.01365, -3.71425], [-2.05673, -2.93588, -4.22498], [-3.32567, -1.97608, -2.29428], [-3.93076, -1.88246, -5.56191], [-1.07033, -2.71051, -3.74728], [-1.94636, -2.66610, -5.27763], [-2.38596, -3.95418, -4.00208], [-4.17228, -2.66576, -2.09216], [-2.49521, -2.27052, -1.67554], [-3.68831, -1.01535, -2.01212]], "forces_ev_per_angstrom": [[-0.44, -0.40, 0.27], [-4.30, -1.20, 1.79], [2.45, 0.60, -3.46], [0.88, -0.18, 2.56], [-0.43, -4.83, -0.12], [4.14, 7.69, -0.32], [-1.57, 6.75, -3.42], [-0.12, -4.98, 2.94], [0.05, -2.28, 0.46], [-1.88, -4.41, 1.46], [4.42, -1.14, -2.19], [-0.36, 0.64, -1.32], [-0.14, -0.38, 0.81], [1.05, 0.69, 0.10], [-0.73, -0.24, 1.12], [0.14, -0.27, 1.74], [0.07, 0.06, 0.68], [-1.94, 0.46, -1.18], [0.47, 0.14, 0.97], [-0.27, -0.20, -0.55], [-0.25, 1.28, 0.77], [-0.52, 0.90, -0.82], [0.53, -0.39, 0.18], [0.25, -2.22, -1.91], [0.57, 3.54, -1.15], [-1.14, 0.42, 0.17], [-0.73, -1.41, 0.47], [0.31, 1.21, -0.12], [-0.66, 0.33, -0.04], [-1.32, 0.82, -1.87], [3.35, 0.77, 0.05], [-0.54, 2.36, 0.69], [-0.02, -1.72, -1.01], [1.99, 0.87, 1.67], [-4.03, 0.96, -0.38], [-3.30, 2.95, -2.74], [1.90, -3.91, 3.93], [0.85, -0.47, 1.07], [2.46, 0.54, -0.90], [0.06, -1.60, -2.90], [-0.10, -0.37, 0.94], [1.04, 0.62, 0.61], [0.20, -0.82, -0.04], [-0.52, -0.76, -0.68], [-0.19, -0.01, 0.31], [-0.35, 0.56, -1.62], [0.37, -0.28, 0.31], [-0.48, 0.64, 0.04], [0.79, -0.28, 0.37], [-0.53, 0.11, -0.64], [-0.15, 0.01, 0.57], [-0.11, -0.79, -0.53], [0.39, 1.05, -0.09], [-0.34, 0.27, 0.09], [-0.88, -1.14, 0.04], [0.98, -0.86, -0.11], [-1.87, 0.06, 1.25], [0.52, 0.23, 1.55], [3.00, 1.39, -0.68], [-0.79, 0.68, 2.94], [-0.59, 0.18, 3.16], [-0.61, 2.48, -0.04], [0.00, 1.05, -0.76], [1.40, 1.33, -2.31], [-3.46, -1.57, 0.89], [3.05, -0.25, -1.72], [0.21, 0.42, -1.89], [-1.12, -3.25, 0.22], [0.09, -0.38, -1.37], [-0.08, -0.77, -1.01], [-1.66, 0.10, -1.10], [0.36, -0.70, 0.25], [-0.74, 0.83, -1.60], [-1.33, -1.40, -0.08], [-0.31, 0.00, 0.75], [1.00, -0.48, -0.67], [-0.64, -2.83, -0.17], [-1.01, 0.20, 1.66], [1.06, -0.42, 0.06], [1.79, 0.13, 0.00], [-1.76, 0.97, 0.79], [-0.82, 0.69, 0.37], [0.91, 0.49, -1.53], [1.43, 2.36, 3.22], [-0.15, -0.86, 0.42], [0.67, -0.02, 0.57], [0.12, -0.33, -0.25], [1.34, -0.54, -0.58], [2.06, 1.06, 3.26], [0.76, -0.14, -1.17], [-1.24, -1.10, 1.10], [-0.15, 0.27, -0.12], [0.20, -2.42, 0.93], [-3.23, -0.75, 4.31], [3.24, 0.01, -4.25], [2.00, 0.29, -0.25], [-0.86, 0.19, -0.53], [-1.54, -0.38, -2.05], [-1.75, 0.22, -0.05], [-0.63, -0.98, -0.91], [-0.05, 0.72, -0.25], [-0.42, 0.30, -0.82], [-0.60, -1.86, -0.69], [-1.27, 2.19, -0.58], [0.56, -0.09, -0.90], [0.70, 0.78, 0.14], [1.75, 0.07, 0.78], [-0.14, -0.79, 0.16], [-0.30, 0.12, -0.36], [-1.03, 0.59, -0.12], [1.26, 0.52, 0.73], [-0.07, -0.67, 0.29], [-1.12, 2.40, 0.18], [1.66, 0.60, -0.07], [-0.38, -0.14, 0.64], [-0.28, -0.51, 0.70], [0.33, 0.75, -0.86], [1.21, 1.75, 1.87], [0.02, -2.73, 3.84], [-7.23, 1.30, -2.09], [1.92, -0.58, 2.46], [3.94, -0.52, 1.76], [-1.03, 0.17, -0.66], [-0.38, -0.21, -0.36], [-1.76, -0.45, -1.58], [-4.53, -0.79, 1.80], [-2.32, 1.54, 0.58], [-0.62, 0.48, 0.61], [-0.26, -0.80, 0.84], [-0.82, -0.58, -0.15], [-1.02, 0.46, 0.16], [3.05, -0.34, -2.37], [-0.20, -0.11, -0.02], [2.05, -0.01, -1.41], [0.60, -0.58, -1.48], [-0.21, 1.41, -0.64], [0.50, -0.09, -0.02], [0.16, 1.23, 0.83], [-0.13, -0.63, 0.55], [-1.87, -0.56, -0.68], [4.50, 0.85, -0.98], [0.54, 0.12, -0.68], [0.45, -0.17, -0.20], [0.37, -0.06, -0.71], [2.31, -0.91, 0.05], [0.92, 3.32, 0.67], [2.52, 3.09, -4.17], [1.51, -1.57, 5.42], [2.05, 1.75, -5.25], [-0.12, 0.83, 2.79], [6.37, -1.73, -0.91], [-8.01, -5.87, -11.52], [5.91, 3.71, 12.53], [-4.54, 1.16, 0.67], [1.26, 0.45, -1.52], [-1.59, -2.44, 0.61], [-0.56, -1.32, -0.35], [-0.30, -0.98, 0.29], [-0.38, -1.09, 0.07], [-0.95, 0.10, -1.03], [-0.20, 0.09, -0.52], [-1.47, -0.45, -0.04], [-1.20, -0.79, 0.95], [-0.95, 0.65, 0.33], [-0.79, -0.55, -0.62], [0.75, 0.48, -0.43], [0.11, -0.60, 0.84], [0.63, -0.44, -0.39], [0.39, 0.74, 0.59], [-1.54, 0.16, -0.33], [-0.03, -0.12, 1.02], [-0.17, -0.01, -0.12], [0.58, 0.03, 0.02], [-0.30, 1.38, 0.23], [1.62, -1.83, 2.88], [-0.07, 1.97, -4.41], [1.85, -1.81, -1.03], [-1.18, 2.81, 1.61], [-0.29, 0.96, -1.35], [-3.96, -2.67, -1.93], [-3.66, 4.04, 2.56], [2.07, -2.74, -2.34], [1.35, 0.00, 0.91], [0.79, -0.56, 1.02], [0.45, -0.38, 1.74], [-0.03, -0.16, -0.32], [-1.03, 0.75, -0.62], [0.40, 1.22, -0.58], [-0.85, -0.85, -0.39], [0.08, 0.04, 1.11], [0.44, -0.55, 0.63], [-0.70, -0.30, 0.77], [0.30, 0.74, -0.39], [2.11, -0.37, 0.30], [-0.19, 1.48, 0.03], [-0.66, -0.88, -0.76], [0.12, -0.02, 0.81], [0.67, -0.65, -0.51], [0.50, 0.28, 0.16], [0.83, 0.26, 0.30], [0.21, -0.50, 0.27], [0.07, 0.05, 0.52], [-1.15, -0.46, -0.73], [-2.06, -1.18, -0.39], [1.91, 0.37, 0.64], [-0.85, 0.54, 1.12], [0.03, -0.01, 2.79], [-0.49, -0.72, 0.27], [-0.09, 0.20, -0.67], [0.01, -0.42, -0.86], [0.33, 0.06, -0.54], [-0.59, 0.66, -1.39], [0.59, 0.40, 0.35], [0.24, -0.52, -0.66], [0.86, 0.42, -0.74], [0.93, -0.93, -0.37], [-0.15, 1.69, 0.17], [2.05, 0.43, -0.32], [1.21, -0.45, 1.00], [-1.82, 0.17, 1.81], [-0.14, -0.48, -0.07], [-0.33, 0.81, -0.47], [-0.44, -0.11, -0.57], [-0.63, -0.38, -0.29], [-0.79, -0.26, -0.35], [0.06, 0.23, -0.25], [0.08, -0.57, -0.21], [-1.63, 2.66, -0.67], [1.38, -2.27, -0.44], [0.45, -0.26, 0.63], [0.28, 0.76, 0.42], [-1.03, -0.64, 0.25], [0.07, 0.21, 0.31], [-0.84, -0.36, -0.18], [0.00, -0.68, -0.07], [0.49, -0.09, -0.36], [0.50, 0.11, 0.12], [0.42, -0.08, -0.17], [-0.09, 0.94, 0.12]], "lowdin_charge": [-0.04, -0.39, -0.09, -0.14, -0.18, -0.59, 0.00, -0.05, 0.00, -0.01, 0.05, 0.05, 0.08, 0.09, 0.08, 0.11, 0.10, 0.13, 0.14, 0.14, 0.04, 0.09, 0.06, 0.05, 0.05, 0.12, 0.01, 0.03, 0.07, -0.05, -0.40, -0.16, -0.15, -0.14, -0.44, -0.05, -0.13, -0.02, -0.02, -0.01, 0.08, 0.10, 0.09, 0.12, 0.10, 0.13, 0.10, 0.12, 0.10, 0.05, 0.06, 0.08, 0.09, 0.07, 0.09, 0.07, 0.09, 0.05, 0.01, -0.31, -0.11, -0.20, -0.13, -0.37, -0.09, -0.09, -0.04, -0.08, -0.06, 0.06, 0.07, 0.04, 0.08, 0.14, 0.10, 0.09, 0.08, 0.15, 0.06, 0.09, 0.12, 0.06, 0.12, 0.03, 0.05, 0.08, 0.08, 0.00, -0.48, -0.15, -0.09, -0.12, -0.41, -0.03, -0.07, 0.02, 0.00, -0.05, 0.05, 0.10, 0.05, 0.10, 0.15, 0.12, 0.08, 0.12, 0.12, 0.07, 0.05, 0.06, 0.01, 0.05, 0.11, 0.09, 0.02, 0.10, -0.01, -0.43, -0.15, -0.20, -0.10, -0.42, -0.11, -0.06, -0.03, -0.04, -0.03, 0.07, 0.10, 0.05, 0.14, 0.03, 0.12, 0.15, 0.08, 0.14, 0.08, 0.07, 0.11, 0.06, 0.02, 0.09, 0.08, 0.06, 0.11, -0.08, -0.45, -0.04, -0.16, -0.13, -0.44, -0.21, 0.07, -0.06, -0.06, -0.03, 0.10, 0.09, 0.07, 0.07, 0.09, 0.09, 0.08, 0.12, 0.11, 0.10, 0.07, 0.10, 0.06, 0.09, 0.08, 0.09, 0.09, 0.08, 0.01, -0.48, -0.14, -0.13, -0.18, -0.41, -0.06, -0.07, -0.03, 0.01, -0.07, 0.06, 0.07, 0.09, 0.12, 0.11, 0.12, 0.09, 0.08, 0.06, 0.09, 0.07, 0.08, 0.08, 0.03, 0.07, 0.09, 0.08, 0.11, -0.32, -0.04, -0.17, -0.08, -0.03, 0.12, 0.09, 0.07, 0.11, 0.08, 0.07, 0.09, -0.31, -0.04, -0.17, -0.02, -0.06, 0.14, 0.08, 0.06, 0.10, 0.08, 0.07, 0.10, -0.33, -0.04, -0.18, -0.05, -0.05, 0.14, 0.10, 0.08, 0.08, 0.11, 0.06, 0.06]}